## a
C3H11NOS | ωB97M-V with the def2-TZVPD basis set

The charge is 0. Its HOMO energy is -9.28 eV. For the HOMO-LUMO gap, the calculation gives 10.046 eV. Its LUMO energy is 0.77 eV. The SMILES is CNCCS.O.

Cartesian coordinates (Å):
C1 0.6110 1.9219 0.2936
N1 0.5899 0.4672 0.3588
C2 -0.6598 -0.0716 -0.2028
C3 -1.0441 -1.3799 0.4616
S1 -2.5760 -2.0391 -0.2677
H1 1.4844 2.3392 0.7711
H2 0.5330 2.2775 -0.7274
H3 -0.2950 2.3689 0.7575
H4 0.6528 0.2305 1.3391
H5 -0.4625 -0.2786 -1.2601
H6 -1.4624 0.6557 -0.1637
H7 -1.1300 -1.2531 1.5302
H8 -0.2790 -2.1203 0.2197
H9 -3.4173 -1.5912 0.6620
H10 3.1241 -0.0614 -1.3621
H11 1.7686 -0.6140 -0.9510
O1 2.5623 -0.8518 -1.4586

## b
C3H11NOS | ωB97M-V with the def2-TZVPD basis set

The charge is 0. Its HOMO energy is -9.04 eV. For the HOMO-LUMO gap, the calculation gives 9.854 eV. Its LUMO energy is 0.81 eV. The SMILES is C[C@H](N)CS.O.

Cartesian coordinates (Å):
C1 0.3673 0.8943 -1.6768
C2 -0.2778 0.7936 -0.2583
C3 -1.2707 -0.3449 -0.3853
S1 -2.0393 -0.5305 1.3140
N1 0.7861 0.5043 0.6469
H1 1.1535 1.6307 -1.6234
H2 0.8845 -0.0323 -1.9221
H3 -0.3842 1.1837 -2.4069
H4 -0.8067 1.7269 -0.0718
H5 -0.7832 -1.3041 -0.4880
H6 -2.0285 -0.2297 -1.1460
H7 -3.2935 -0.8835 1.0038
H8 0.7015 0.9722 1.5423
H9 1.7181 0.7570 0.3498
H10 2.1516 -1.1819 2.1430
H11 1.1428 -1.9312 1.2545
O1 1.9784 -2.0245 1.7243

Which structure loses on stability? a does.

## a
C7H9N3O3 | ωB97M-V with the def2-TZVPD basis set

The charge is 0. Its HOMO energy is -8.58 eV. For the HOMO-LUMO gap, the calculation gives 8.160 eV. Its LUMO energy is -0.42 eV. The SMILES is CN1C=C/C(=C\[N+](=O)[O-])N(C)C1=O.

Cartesian coordinates (Å):
O1 -0.2555 2.3559 -1.1767
O2 1.1156 -3.5205 0.9312
O3 2.5006 -2.8752 2.4738
C1 -0.3261 1.2324 -0.7212
C2 -0.7583 -1.2389 0.3555
C3 -1.8003 -0.6132 -0.2404
C4 0.6021 -0.6751 0.4341
C5 1.6952 -1.3430 1.0196
N1 -1.6308 0.6749 -0.7610
N2 0.7607 0.6640 -0.0997
N3 1.7866 -2.6658 1.4885
C6 -2.7658 1.4094 -1.3045
C7 2.0423 1.3183 0.0990
H1 -0.8719 -2.2321 0.6964
H2 -2.7615 -1.0967 -0.3623
H3 2.6279 -0.8127 1.0733
H4 -3.7339 0.9503 -1.0973
H5 -2.7636 2.3944 -0.8313
H6 -2.6498 1.5261 -2.3893
H7 2.3285 1.3953 1.1439
H8 2.0079 2.3502 -0.2948
H9 2.8503 0.8024 -0.4366

## b
C7H9N3O3 | ωB97M-V with the def2-TZVPD basis set

The charge is 0. Its HOMO energy is -9.04 eV. For the HOMO-LUMO gap, the calculation gives 8.614 eV. Its LUMO energy is -0.42 eV.

Cartesian coordinates (Å):
C1 0.2143 1.6777 1.6784
C2 1.8268 -1.0614 0.7966
C3 -0.7242 2.4319 0.8080
C4 -1.7118 1.4196 0.1650
C5 -1.1583 0.2254 -0.6875
C6 -0.5798 -1.0937 0.0255
C7 0.8568 -1.3015 -0.2320
N1 0.5689 0.5559 1.8421
N2 1.2888 -0.4512 1.8859
N3 1.1300 -1.7357 -1.4325
O1 2.4024 -2.1544 -1.7370
O2 3.0520 -1.3194 0.6612
O3 0.3324 -1.7178 -2.3759
H1 -1.1900 3.2767 1.2518
H2 -0.0901 2.6403 -0.0845
H3 -2.3007 1.0591 0.9264
H4 -2.3468 2.0353 -0.5379
H5 -1.9422 0.0360 -1.3939
H6 -0.3972 0.6681 -1.2299
H7 -1.0538 -1.2435 0.9278
H8 -1.1477 -1.8514 -0.5061
H9 2.9702 -2.0959 -0.7514

Which structure loses on stability? b does.